A) Formula: C2H7N3OS
Source: OMol25
Level of theory: ωB97M-V/def2-TZVPD

The geometry in XYZ format:
```
14
C2H7N3OS, DFT ωB97M-V/def2-TZVPD
C -1.557 -0.821 -0.077
C 0.606 0.358 -0.049
H -2.355 -1.200 -0.751
H -1.426 -1.711 0.622
H -2.043 -0.038 0.466
H -0.387 0.092 -1.628
H 0.961 0.432 2.172
H 2.643 -1.500 0.893
H 0.364 3.328 -1.250
N -0.241 -0.527 -0.881
N 0.629 -0.159 1.281
N 0.950 1.600 -0.353
O 0.569 1.889 -1.670
S 1.287 -1.743 1.222
```

Properties
HOMO energy, eV: -8.8392
Charge: 0
2S+1: 1
Orbital gap, eV: 8.08
E_LUMO, eV: -0.76

Mulliken atomic charge list, values in e, 6 entries:
1 C -0.751
2 C 0.413
3 H 0.338
4 H 0.222
5 H 0.297
6 H 0.366

***

B) Formula: C2H7N3OS
Source: OMol25
Level of theory: ωB97M-V/def2-TZVPD

The geometry in XYZ format:
```
14
C2H7N3OS, DFT ωB97M-V/def2-TZVPD
N 1.242 -1.028 -1.516
C 0.835 -1.051 -0.136
C -0.445 -0.162 0.226
N -1.637 -0.676 0.287
O -2.580 0.271 0.955
N -0.163 1.268 0.506
S 1.257 2.171 0.313
H 0.598 -1.597 -2.234
H 1.211 0.108 -1.893
H 0.785 -2.198 0.096
H 1.734 -0.731 0.430
H -3.529 -0.181 0.836
H -1.071 1.814 0.595
H 1.764 1.993 1.534
```

Properties
HOMO energy, eV: -8.8396
Charge: 0
2S+1: 1
Orbital gap, eV: 9.49
E_LUMO, eV: 0.65

Mulliken atomic charge list, values in e, 6 entries:
1 N -0.583
2 C -0.654
3 C 0.672
4 N -0.416
5 O -0.463
6 N -0.306

***

Compare the structures above. Which one is the most stable? B) is.